ORCA calculation (ωB97M-V with the def2-TZVPD basis set) on 12 unconnected molecules or ions with the total composition C63H144F3N9O9.

Geometry as XYZ:
```
228
Properties=species:S:1:pos:R:3:forces:R:3:mulliken_charge:R:1
C -0.78209 5.07408 0.41786 0.477 -1.098 0.946 -2.20
C -0.32632 4.44230 -0.88200 0.671 0.456 -0.875 0.54
N -0.29869 5.39178 -2.03834 -0.446 -1.223 -0.195 0.54
C 0.45258 6.59146 -1.81349 -0.979 1.082 0.895 -0.92
C 1.83939 6.46946 -1.29504 1.709 -1.876 0.365 -0.09
C -0.01712 4.69064 -3.29100 -0.863 0.856 -0.711 1.71
C -0.79125 5.28126 -4.50991 0.005 0.490 0.916 -1.69
H -1.24527 4.31429 1.08180 0.486 0.022 -0.319 0.13
H -1.60042 5.74544 0.28000 -0.280 0.924 -0.330 0.55
H 0.04981 5.50587 0.98690 -0.441 0.396 -0.216 0.52
H 0.69595 3.99261 -0.82337 -0.573 -0.062 0.458 0.26
H -1.03828 3.64391 -1.09405 0.185 -0.036 -0.423 0.00
H 0.40085 7.28095 -2.65989 -0.037 -0.362 -0.264 0.51
H -0.08885 7.11648 -1.02314 -0.172 0.275 0.007 0.36
H 2.25641 7.44041 -1.05588 0.128 0.156 -0.013 0.52
H 1.86429 5.84892 -0.34889 0.041 0.760 -0.920 -0.14
H 2.52203 5.94077 -2.01655 -0.496 0.579 0.549 -0.32
H -0.32971 3.67339 -3.10230 -0.080 -0.264 -0.269 -0.90
H 1.02146 4.68421 -3.65584 0.188 -0.069 0.716 -0.27
H -0.52866 4.71287 -5.40083 -0.143 0.111 -0.123 0.42
H -0.52831 6.34489 -4.63905 0.312 -0.420 -0.133 0.41
H -1.87639 5.33896 -4.36201 0.140 -0.542 0.055 0.25
C -3.38369 2.87801 3.86062 0.593 0.570 -2.220 -0.66
C -2.83096 2.50166 5.21578 -0.371 -1.112 -0.233 -0.85
N -1.53690 1.73611 5.20669 -1.797 -0.200 -1.208 1.15
C -1.82648 0.29931 4.96102 0.054 0.692 -1.593 -0.62
C -0.65617 -0.38532 4.29159 0.335 -0.313 -1.183 0.16
C -0.84956 1.92730 6.43979 0.018 0.811 1.073 -0.73
C -0.19122 3.33627 6.50330 0.074 -0.477 -0.359 -1.01
H -2.78127 3.67249 3.37381 0.222 -0.665 0.035 0.15
H -4.35906 3.34962 3.79602 -0.460 -0.008 1.037 0.61
H -3.53502 2.04219 3.12973 0.681 0.369 0.687 -0.22
H -2.69990 3.42161 5.80550 -0.301 -0.621 0.074 0.56
H -3.61546 1.79464 5.57742 0.397 0.705 0.890 0.24
H -2.09525 -0.26106 5.83191 -0.387 -0.110 1.108 0.29
H -2.68783 0.24703 4.26125 0.561 0.044 0.602 -0.48
H -0.78516 -1.46891 4.09655 -0.064 0.488 0.635 -0.11
H -0.51567 0.02158 3.28858 -0.131 0.246 -0.160 -0.55
H 0.29939 -0.17277 4.75666 0.123 -0.233 0.488 0.36
H -0.04946 1.15559 6.47562 -0.537 0.484 0.437 0.38
H -1.59579 1.81839 7.31280 1.121 -0.151 -0.773 0.38
H 0.76747 3.30670 5.97749 -0.203 0.099 0.100 -0.01
H -0.01085 3.58688 7.53047 0.243 0.179 0.629 0.50
H -0.76737 4.17790 6.07810 -0.019 -0.651 0.055 0.29
C 4.15501 -1.98383 -5.30301 0.528 -0.367 -0.370 -1.11
C 4.99890 -2.41516 -4.10806 -0.082 -0.857 -0.683 -0.85
N 4.34022 -2.20199 -2.81355 0.616 0.043 -0.199 1.81
C 5.34679 -2.49132 -1.80375 0.733 -0.209 0.323 -0.69
C 6.61268 -1.55931 -1.88611 -1.625 -0.593 -0.618 -1.69
C 3.13098 -3.01219 -2.65681 0.352 -0.029 -0.312 -2.12
C 2.22275 -2.60737 -1.53167 0.141 0.760 0.719 2.29
H 3.67191 -1.04649 -5.15605 -0.348 0.661 0.331 -0.02
H 3.40477 -2.72706 -5.49826 -0.590 -0.234 -0.038 0.46
H 4.68185 -1.88670 -6.25711 0.470 -0.134 0.319 0.44
H 5.24272 -3.49826 -4.25518 -0.257 0.215 0.221 0.49
H 5.99775 -1.97877 -4.10427 -0.393 0.526 -0.020 0.38
H 4.92557 -2.48056 -0.79673 -0.229 0.477 -0.055 0.12
H 5.69143 -3.56069 -1.89246 -0.062 0.558 -0.164 0.55
H 7.01444 -1.49958 -0.91213 0.910 -0.200 1.035 0.57
H 7.29982 -2.00781 -2.60236 0.318 0.355 0.251 0.56
H 6.38682 -0.51688 -2.15182 -0.243 -0.495 -0.161 0.05
H 3.37425 -4.08255 -2.52343 0.224 0.021 0.048 0.20
H 2.58413 -2.96259 -3.57760 -0.320 0.124 -0.517 0.48
H 1.73520 -1.61723 -1.57925 0.612 -0.225 -0.434 -0.79
H 2.76891 -2.65586 -0.59039 -0.105 0.062 0.208 -0.50
H 1.41659 -3.30743 -1.47531 -0.553 -0.661 0.126 -0.70
C 6.66522 0.55819 1.48321 -0.789 0.137 0.050 -0.39
C 6.29562 0.27616 2.93743 -1.047 -0.572 -0.910 -0.82
N 4.79831 0.16836 3.00693 0.723 -1.009 0.566 0.77
C 4.50063 -1.23926 2.66623 -1.104 0.155 -0.285 -1.75
C 3.01833 -1.40910 2.25448 -0.034 0.420 -1.200 0.37
C 4.28024 0.38494 4.37880 0.465 1.618 -0.833 -0.44
C 4.47624 1.84566 4.82846 -0.396 0.612 -0.599 -1.27
H 6.21350 1.51727 1.18778 0.539 -0.025 0.226 0.12
H 6.18917 -0.13694 0.79069 0.212 -0.325 0.099 -0.40
H 7.73443 0.53001 1.34433 0.356 0.192 -0.221 0.54
H 6.80966 -0.63084 3.32888 -0.371 0.274 -0.137 0.29
H 6.62926 1.09881 3.51198 0.248 0.848 0.764 0.44
H 4.80158 -1.89704 3.50720 -0.335 0.079 -0.147 0.61
H 5.12929 -1.53528 1.83709 0.096 -0.034 -0.312 0.48
H 2.73899 -2.38512 1.84717 0.514 -0.211 0.245 -0.22
H 2.73497 -0.71944 1.39872 0.522 -0.453 1.089 -0.36
H 2.31111 -1.23954 3.05273 -0.091 0.219 0.347 0.27
H 3.22243 0.12962 4.41681 -0.035 0.157 -0.185 0.05
H 4.77652 -0.28841 5.03434 0.607 -0.725 0.986 0.56
H 5.50351 2.22561 4.92750 -0.120 -0.675 0.218 0.40
H 4.05461 2.54201 4.07933 -0.072 -0.454 0.186 0.16
H 3.93282 2.05559 5.75038 0.129 -0.123 0.094 0.41
C -5.37679 -4.42595 -0.12333 0.898 0.851 1.013 -1.07
C -5.58932 -2.92901 -0.50631 0.665 -0.897 0.145 -0.31
N -4.69583 -2.52926 -1.59575 0.580 0.139 2.464 1.21
C -4.88930 -3.17060 -2.83202 -0.283 0.524 -2.140 -0.78
C -3.71529 -2.83510 -3.74334 1.461 -0.592 0.552 -0.90
C -4.58791 -1.09396 -1.60644 0.930 0.490 -1.193 0.18
C -5.74688 -0.35227 -2.24054 0.569 0.504 -0.570 -1.67
H -5.31951 -4.59274 0.96631 -0.266 0.474 -0.155 0.31
H -4.35888 -4.73424 -0.43198 -0.700 -0.120 -0.419 -0.01
H -6.18100 -5.05925 -0.43350 -0.141 -0.552 -0.698 0.35
H -6.59617 -2.75331 -0.85821 -0.801 -0.022 0.393 0.69
H -5.37666 -2.29399 0.38704 -0.309 -0.380 -0.869 -0.20
H -4.97410 -4.24218 -2.69115 -0.056 -0.184 0.041 0.49
H -5.79693 -2.81698 -3.41309 0.243 -0.395 0.774 0.19
H -3.78161 -3.29401 -4.70961 -0.354 -0.342 -0.600 0.68
H -3.62180 -1.75892 -3.92886 0.106 -0.307 0.143 0.13
H -2.74018 -3.23780 -3.31975 -1.050 0.766 -0.290 -0.02
H -3.64747 -0.77598 -2.18253 -1.086 -0.382 1.139 -0.30
H -4.54403 -0.78551 -0.56826 0.517 0.203 0.220 0.18
H -6.73039 -0.66100 -1.89952 -0.079 -0.029 0.086 0.30
H -5.67196 -0.45294 -3.33357 -0.336 0.121 0.252 0.34
H -5.56039 0.69261 -1.98193 -0.474 0.148 -0.237 0.20
C -0.17189 -5.36060 -3.08910 1.429 -1.148 -0.247 -0.90
C -0.58712 -6.19130 -1.87540 -0.102 0.502 -0.075 -0.86
N 0.06381 -5.78759 -0.66412 -0.350 1.286 1.834 1.26
C -0.81437 -5.84134 0.53309 1.044 -2.553 -1.390 0.23
C -0.98668 -7.30452 1.10319 -0.971 1.288 0.317 -1.94
C 1.40204 -6.28472 -0.49099 0.139 -1.053 -1.094 -0.58
C 2.20387 -5.66615 0.66437 -0.722 -0.681 0.230 -0.91
H -0.40901 -4.32024 -2.93287 -0.144 0.351 -0.085 -0.02
H -0.72747 -5.78264 -3.91172 -0.262 0.274 -0.596 0.52
H 0.92059 -5.44179 -3.39611 -1.197 0.060 0.626 0.26
H -1.66984 -6.03965 -1.78131 0.109 0.081 0.175 0.32
H -0.48477 -7.26036 -1.98389 0.249 -0.707 -0.665 0.45
H -0.45196 -5.15077 1.27682 -0.105 0.220 0.320 0.20
H -1.72852 -5.57916 0.06316 -1.278 0.763 0.529 -0.37
H -1.32639 -8.04417 0.37046 0.268 0.302 -0.114 0.36
H -0.09352 -7.63145 1.58882 0.752 -0.371 0.134 0.40
H -1.75777 -7.29659 1.89362 0.163 0.073 -0.262 0.45
H 1.86140 -6.07979 -1.49537 0.277 -0.060 1.064 0.35
H 1.40257 -7.42863 -0.44316 0.066 1.015 0.274 0.33
H 2.27898 -4.59894 0.55273 0.365 0.435 -0.273 -0.12
H 3.15956 -6.17260 0.69257 0.469 0.276 -0.095 0.51
H 1.79609 -5.80070 1.68749 -0.255 -0.270 -0.657 0.25
C -5.70867 2.45025 0.77605 0.105 0.102 -0.255 -1.25
C -4.53662 3.04558 -0.05998 -0.628 0.992 1.085 0.10
N -4.93835 3.61416 -1.33852 0.801 -0.823 -0.472 0.52
C -5.53208 4.92793 -1.20634 -0.727 -0.458 0.080 -0.44
C -6.66541 5.16131 -2.20774 -1.085 0.001 0.799 -1.41
C -3.74628 3.69509 -2.19791 0.929 -1.927 1.127 -1.14
C -3.22311 2.31768 -2.71505 -0.185 0.847 0.263 -0.52
H -6.37534 3.21530 1.18392 0.186 0.035 0.047 0.41
H -5.39385 1.78859 1.60741 0.162 0.547 -0.396 -0.06
H -6.33886 1.83591 0.12760 0.129 0.001 -0.133 0.40
H -3.97980 3.86582 0.48434 -0.341 -0.827 0.110 0.39
H -3.84202 2.26125 -0.25379 0.584 -0.590 -0.099 -0.16
H -5.91566 5.00767 -0.18851 -0.199 0.146 -0.025 0.48
H -4.75078 5.66725 -1.28187 0.367 0.668 -0.176 0.34
H -6.91345 6.21733 -2.24284 0.216 0.348 -0.264 0.45
H -6.47467 4.79269 -3.21725 0.162 0.015 0.176 0.30
H -7.62872 4.72202 -1.83363 0.962 -0.113 -0.390 0.27
H -2.90158 4.26131 -1.76395 -0.252 -0.122 0.572 0.47
H -3.94963 4.26451 -3.03944 -0.865 1.035 -1.801 0.70
H -3.92591 1.93807 -3.43567 -0.270 -0.318 -0.333 0.54
H -3.01018 1.52714 -1.99927 -0.301 0.166 0.463 -0.40
H -2.27177 2.45362 -3.20670 0.280 0.241 -0.420 0.03
C 3.89639 4.41661 -4.24023 0.410 -0.075 1.117 -1.28
C 4.58652 3.91495 -2.97977 0.531 0.419 1.291 0.00
N 4.38357 2.49092 -2.72172 0.062 -1.064 0.954 0.83
C 4.53817 2.03158 -1.27005 -0.297 1.056 -1.593 -0.42
C 3.71057 0.76805 -0.97224 -0.082 -0.627 0.305 2.07
C 5.13907 1.64321 -3.64186 -0.352 0.094 -0.579 0.18
C 6.68053 1.72774 -3.50016 -0.157 0.605 -0.586 -1.70
H 3.85573 5.49369 -4.25667 -0.195 0.472 0.281 0.48
H 2.91301 3.99436 -4.19293 -0.649 -0.110 -0.483 0.00
H 4.40924 4.16958 -5.12551 0.481 -0.718 -1.233 0.47
H 5.68780 4.19268 -2.93794 -1.053 -0.042 -0.049 0.21
H 4.05219 4.42866 -2.15257 0.664 -0.155 -0.208 0.12
H 4.12792 2.90774 -0.69720 0.566 -0.940 -0.096 -0.01
H 5.63080 1.86196 -0.99545 -1.256 0.261 -0.231 -0.05
H 3.76788 -0.12065 -1.65666 0.812 0.922 0.385 -0.26
H 2.61373 0.90885 -0.95589 0.410 0.577 0.259 -0.66
H 4.04635 0.45854 0.03927 -0.435 -0.153 -0.440 -0.91
H 4.77786 0.60332 -3.57500 0.169 0.281 0.238 -0.88
H 4.83001 1.99073 -4.65352 0.373 -0.374 0.419 0.86
H 7.05021 2.41490 -4.30409 0.107 -0.688 0.808 0.31
H 6.95594 2.13771 -2.52124 -0.003 0.072 -0.253 0.29
H 7.16732 0.74962 -3.55499 -0.058 0.233 -0.365 0.51
C -1.46866 -4.66260 3.87870 0.962 -1.063 -0.952 -1.39
C -2.67386 -4.14810 3.10857 1.686 1.298 -1.280 0.42
N -3.15433 -2.86813 3.65166 -0.360 -1.066 -0.614 1.40
C -3.47685 -3.17161 5.03861 -1.040 0.045 0.963 -0.90
C -4.41148 -4.36232 5.32631 -0.695 -0.079 0.065 -1.47
C -4.30588 -2.39427 2.80626 0.259 -0.230 2.179 -0.41
C -4.56530 -0.90633 2.93394 0.811 -0.637 -0.988 -1.30
H -0.64198 -3.96715 3.70617 0.023 -0.035 0.458 0.02
H -1.15612 -5.61659 3.42393 -0.009 0.307 -0.246 0.28
H -1.53063 -4.98365 4.92002 -0.484 0.693 0.047 0.51
H -2.31609 -3.94222 2.03384 -0.521 -0.444 1.379 -0.94
H -3.42504 -4.90078 3.04582 -0.948 -0.636 -0.075 0.75
H -2.59872 -3.37021 5.64015 0.461 0.587 -0.178 0.55
H -3.98979 -2.31524 5.45526 0.077 0.454 0.209 0.45
H -5.24348 -4.30987 4.64630 -0.504 -0.205 -0.464 0.30
H -4.02557 -5.38717 5.27506 0.362 0.376 -0.117 0.27
H -4.89515 -4.26616 6.30629 0.410 0.136 0.000 0.44
H -5.23724 -2.90466 3.12676 0.308 -0.126 -0.541 0.45
H -4.03045 -2.67331 1.81293 -0.094 -0.163 -0.751 -0.35
H -4.89709 -0.67491 3.90392 0.212 0.459 1.654 0.61
H -5.44497 -0.65833 2.37845 -0.358 0.302 -1.031 0.79
H -3.67593 -0.33428 2.61973 -0.596 0.003 0.158 -0.25
C 2.06177 2.62965 1.79719 1.434 -0.182 -0.831 2.17
C 1.00263 2.84129 2.87460 0.252 -3.969 -1.245 0.75
O 0.97644 4.13133 3.11222 -1.041 3.077 0.754 -0.27
C 1.94087 4.76954 2.44683 2.483 4.348 0.352 0.41
O 2.25396 5.95713 2.57634 -1.502 -3.102 -0.204 -0.65
O 2.62066 3.94441 1.67491 -0.260 -0.067 -0.743 -0.42
F 1.39057 2.19023 4.01527 0.155 -0.347 0.366 -0.12
H 1.79381 2.23308 0.79194 -0.461 0.503 0.786 -1.10
H 2.93072 2.05685 2.11521 -0.352 -0.677 0.407 -0.96
H 0.06122 2.41717 2.56035 -0.631 0.125 0.327 0.10
C -1.35797 -2.52826 -0.32320 1.383 0.250 -0.106 1.66
C -0.92510 -1.72026 0.93542 -1.312 -0.506 1.043 1.29
O -0.75833 -0.42987 0.45908 0.582 0.503 -0.614 0.43
C -0.51300 -0.45302 -0.92004 -1.747 -3.163 2.290 -0.57
O -0.03371 0.39741 -1.53987 1.150 2.528 -1.359 0.09
O -0.93970 -1.62510 -1.39811 0.055 -0.661 0.160 -0.07
F 0.26924 -2.11291 1.57470 -1.073 -0.094 -1.084 0.00
H -2.42518 -2.68205 -0.42692 -0.396 0.305 0.205 -1.28
H -0.87546 -3.52446 -0.44706 0.153 0.871 0.077 -0.65
H -1.72312 -1.72740 1.73619 1.013 0.058 -0.696 -0.70
C 1.79317 0.48845 -4.08280 -0.372 -1.265 0.047 0.81
C 0.68377 1.40662 -4.41599 -0.553 0.920 -0.595 1.94
O -0.43503 0.59529 -4.65429 -0.070 -0.202 0.798 -0.26
C -0.08321 -0.73237 -4.55789 -0.366 -0.022 -0.445 0.10
O -0.85860 -1.64010 -4.66813 0.922 0.888 0.138 -0.53
O 1.24990 -0.81963 -4.39513 -0.096 -0.111 0.358 -0.30
F 0.91659 2.08122 -5.60488 0.112 0.095 0.259 -0.43
H 1.99512 0.55468 -3.02814 0.356 -0.203 0.263 -1.01
H 2.65847 0.65132 -4.68803 0.516 0.193 -0.214 0.44
H 0.55378 2.15666 -3.61956 -0.452 -0.384 -0.570 -1.29
```
Positions in Å, forces in eV/Å.

As for the LUMO energy: 0.5 eV. The structure (SMILES) is O=C1OC[C@@H](F)O1.O=C1OC[C@@H](F)O1.O=C1OC[C@@H](F)O1.CCN(CC)CC.CCN(CC)CC.CCN(CC)CC.CCN(CC)CC.CCN(CC)CC.CCN(CC)CC.CCN(CC)CC.CCN(CC)CC.CCN(CC)CC. As for the HOMO energy: -0.2974 Eh. The calculated total energy is -107653.72259 eV. For the frontier orbital gap, the calculation gives 0.316 Eh. Its max |F| is 5.02 eV/Å.